No. 1
{"formula": "C28H35N2", "method": "ωB97M-V with the def2-TZVPD basis set", "elements": ["C", "C", "C", "N", "C", "C", "C", "C", "C", "C", "C", "H", "H", "H", "H", "H", "H", "H", "H", "H", "H", "H", "H", "H", "H", "H", "H", "H", "C", "C", "N", "C", "C", "C", "C", "C", "C", "C", "C", "C", "C", "C", "C", "C", "C", "C", "C", "H", "H", "H", "H", "H", "H", "H", "H", "H", "H", "H", "H", "H", "H", "H", "H", "H", "H"], "positions_angstrom": [[3.98135, -3.49595, -1.14891], [2.71227, -3.07350, -0.42767], [1.81159, -2.21113, -1.30920], [2.50902, -1.14179, -2.01433], [1.74459, -0.17951, -2.60085], [0.43975, 0.18052, -2.31088], [-0.03594, 1.25433, -3.23550], [1.17157, 1.57268, -4.17464], [2.34305, 0.69011, -3.69962], [3.85582, -1.39443, -2.53048], [4.71881, -2.24400, -1.60707], [4.61708, -4.08350, -0.48154], [3.73249, -4.11897, -2.01614], [2.13587, -3.94570, -0.10836], [2.97788, -2.50729, 0.47429], [1.28780, -2.86570, -2.03666], [1.03160, -1.77928, -0.66847], [-0.26970, -0.37891, -1.70962], [-0.90551, 0.97167, -3.84867], [-0.31500, 2.16083, -2.68208], [0.92931, 1.33614, -5.21880], [1.43985, 2.63473, -4.13235], [3.16443, 1.32254, -3.32134], [2.76678, 0.11678, -4.54370], [3.78484, -1.89373, -3.51484], [4.36539, -0.43590, -2.69674], [5.00435, -1.64629, -0.73281], [5.63851, -2.50203, -2.13868], [1.77959, 2.07814, 1.27439], [0.33808, 2.26812, 1.48755], [-0.16339, 3.33922, 2.15066], [0.64107, 4.39517, 2.74328], [-1.55766, 3.26121, 2.22867], [-1.95197, 2.06590, 1.58308], [-3.30575, 1.75036, 1.54554], [-4.22088, 2.56773, 2.22587], [-3.80260, 3.74085, 2.87946], [-2.44781, 4.11175, 2.87534], [-0.73258, 1.40474, 1.11481], [-0.62680, 0.14156, 0.51722], [-1.56444, -0.90847, 0.87395], [-2.19504, -0.99485, 2.15732], [-3.17555, -1.93958, 2.42935], [-3.52194, -2.90419, 1.47355], [-4.53745, -3.95528, 1.81183], [-2.88751, -2.86848, 0.22672], [-1.91541, -1.91702, -0.05747], [1.93432, 1.05914, 0.90809], [2.17972, 2.76749, 0.51327], [2.36322, 2.20475, 2.19920], [-0.02719, 5.12302, 3.20689], [1.31666, 3.99210, 3.50942], [1.25092, 4.89913, 1.98338], [-3.63306, 0.87350, 0.99150], [-5.27532, 2.28620, 2.25425], [-4.53921, 4.36570, 3.38720], [-2.08897, 5.02206, 3.35519], [0.33386, -0.13173, 0.08630], [-1.90924, -0.30160, 2.95072], [-3.69627, -1.94293, 3.39245], [-4.61573, -4.69016, 1.00346], [-4.25824, -4.48006, 2.73658], [-5.53016, -3.51357, 1.97844], [-3.16515, -3.60785, -0.52767], [-1.42999, -1.90480, -1.03414]], "forces_ev_per_angstrom": [[0.103, 0.127, 0.034], [-0.097, 0.119, 0.037], [-0.136, -0.340, -0.136], [0.326, -0.240, 0.746], [-1.209, 0.728, 0.106], [1.382, -0.919, -1.189], [-0.033, 0.734, -0.494], [-0.171, -0.070, 0.095], [0.027, 0.372, 0.001], [0.068, -0.120, -0.515], [-0.095, 0.055, 0.053], [-0.072, -0.027, -0.103], [0.030, 0.001, 0.068], [0.014, 0.077, 0.032], [0.028, -0.076, -0.069], [0.121, 0.212, 0.116], [0.184, -0.050, -0.249], [0.357, 0.078, -0.341], [0.115, -0.020, 0.343], [-0.153, -0.060, -0.088], [-0.014, 0.122, 0.303], [-0.102, -0.244, -0.067], [-0.188, -0.313, 0.001], [-0.181, -0.014, 0.529], [0.073, 0.037, 0.183], [-0.264, -0.244, 0.032], [-0.018, -0.086, -0.030], [-0.069, 0.059, 0.034], [0.559, -0.360, -0.195], [-0.494, 1.375, 0.313], [0.977, -1.086, -0.723], [0.299, 0.218, 0.123], [-0.743, -0.704, -0.072], [-0.242, 0.688, 0.697], [-0.377, 0.228, 0.048], [0.353, 0.037, -0.187], [0.455, -0.159, -0.143], [-0.260, -0.137, -0.123], [-0.570, -0.856, -0.732], [0.689, 0.926, 2.855], [-1.104, -1.076, -0.247], [0.055, 0.390, -0.306], [0.413, 0.145, -0.160], [0.065, 0.201, -0.117], [-0.134, -0.187, -0.066], [0.073, -0.100, 0.083], [0.208, 0.405, 0.057], [0.184, 0.226, 0.032], [-0.194, -0.098, 0.264], [-0.222, 0.009, -0.267], [0.227, -0.144, -0.109], [-0.255, 0.039, -0.159], [-0.238, -0.130, 0.116], [-0.097, 0.174, 0.279], [0.344, 0.140, -0.104], [0.287, -0.187, -0.147], [-0.317, -0.226, -0.069], [-0.357, 0.147, -0.053], [-0.077, -0.097, -0.330], [0.402, -0.003, -0.257], [-0.052, 0.122, 0.217], [-0.057, 0.135, -0.260], [0.246, -0.070, -0.062], [0.170, 0.223, 0.208], [-0.242, -0.107, 0.163]], "total_charge": 1, "orbital_gap_ev": 5.1, "total_energy_ev": -32577.7141, "max_force_ha_per_bohr": 0.0599, "relative_energy_kcal_mol": 0.0, "mol_weight_g_mol": 399.602, "lumo_ev": -4.6}

=====

No. 2
{"formula": "C6H15N", "method": "ωB97M-V with the def2-TZVPD basis set", "elements": ["C", "N", "C", "C", "C", "C", "C", "H", "H", "H", "H", "H", "H", "H", "H", "H", "H", "H", "H", "H", "H", "H"], "positions_angstrom": [[-4.14912, 0.74218, -0.25993], [-1.00893, 0.01887, -0.29481], [0.26367, -0.54002, -0.27074], [1.32762, 0.06101, 0.65447], [2.74096, -0.03735, 0.12401], [0.82952, 1.48518, 0.97531], [0.58839, -1.78272, -1.02805], [-3.27713, -0.01232, -0.01774], [-5.05679, 0.10416, -0.31026], [-4.25477, 1.51580, 0.56616], [-3.87634, 1.23939, -1.18421], [-0.68561, -0.82037, 0.51574], [1.39047, -0.58081, 1.62846], [3.39468, 0.58584, 0.77888], [3.21756, -1.06086, 0.01559], [2.71060, 0.43796, -0.85077], [0.17182, 1.84482, 0.09747], [1.70874, 2.14533, 1.20275], [0.03372, 1.46620, 1.75829], [1.46654, -1.74159, -1.75464], [0.85882, -2.54014, -0.17418], [-0.34598, -2.28510, -1.37824]], "forces_ev_per_angstrom": [[1.183, -1.400, 1.768], [3.275, -2.230, 0.137], [-2.267, 1.334, -0.240], [-0.299, -1.012, 1.738], [1.024, 0.329, -0.225], [-0.525, 0.638, -0.622], [0.628, -2.677, 1.029], [-1.690, 1.824, -0.354], [0.351, 0.774, -0.256], [0.160, -1.075, -0.979], [-0.270, -0.070, -0.170], [-1.491, 0.321, 0.347], [-0.684, 0.965, -1.441], [-0.310, -0.554, -0.515], [-0.922, 1.101, 0.267], [0.538, 0.078, -0.386], [1.619, -0.187, 1.170], [-1.088, -0.373, 0.001], [1.071, 0.098, -0.198], [-1.391, 0.014, 0.934], [0.245, 1.185, -1.478], [0.840, 0.916, -0.526]], "orbital_gap_ev": 8.5, "total_energy_ev": -7950.6499, "max_force_ha_per_bohr": 0.0771, "relative_energy_kcal_mol": 118.0, "mol_weight_g_mol": 101.193, "lumo_ev": 0.4}

=====

No. 3
{"formula": "C19H46N2O6P2RuS3", "method": "ωB97M-V with the def2-TZVPD basis set", "elements": ["Ru", "C", "C", "S", "C", "C", "S", "C", "C", "S", "H", "H", "H", "H", "H", "H", "H", "H", "H", "H", "H", "H", "C", "C", "C", "O", "P", "O", "C", "P", "O", "O", "C", "C", "C", "O", "C", "C", "C", "O", "C", "C", "C", "H", "H", "H", "H", "H", "H", "H", "H", "H", "H", "H", "H", "H", "H", "H", "H", "H", "H", "H", "H", "H", "H", "H", "H", "H", "H", "H", "H", "H", "H", "N", "N", "H", "H", "H", "H"], "positions_angstrom": [[-1.36786, 1.06349, 0.56862], [-0.80591, 1.89118, 3.74212], [-1.82985, 0.79374, 3.95799], [-1.84945, -0.34254, 2.52701], [-3.59422, -0.77182, 2.25871], [-4.56658, 0.39932, 2.13373], [-3.97136, 1.79520, 1.12555], [-3.81946, 3.13207, 2.36312], [-2.48454, 3.84974, 2.31521], [-0.98889, 2.82661, 2.18651], [0.21235, 1.50008, 3.69586], [-0.83675, 2.62513, 4.55121], [-2.83431, 1.17577, 4.11438], [-1.55751, 0.18860, 4.82545], [-3.89188, -1.42954, 3.07893], [-3.56527, -1.37903, 1.35158], [-4.85559, 0.79400, 3.10623], [-5.48165, 0.03419, 1.66429], [-4.03186, 2.71014, 3.34173], [-4.60931, 3.85397, 2.14683], [-2.34226, 4.48695, 3.19214], [-2.40691, 4.48218, 1.43248], [-3.32811, -3.05015, -2.10503], [-1.93064, -3.56019, -1.89894], [-1.62996, -4.12523, -0.53852], [-0.96630, -2.39175, -2.16261], [-0.40485, -1.13101, -1.56045], [-1.49192, -0.38598, -0.64757], [0.95066, -1.51433, -0.45045], [1.78131, -0.11488, 0.34179], [0.70836, 0.94580, 0.71052], [2.41896, -0.57030, 1.65783], [3.71789, -1.41645, 1.79423], [4.63683, -0.62409, 2.67874], [3.29676, -2.75002, 2.34195], [2.76218, 0.38592, -0.72308], [3.82542, 1.48005, -0.55417], [5.09186, 0.93258, -1.15103], [3.28699, 2.71056, -1.23395], [-0.02051, -0.08715, -2.60264], [0.62254, -0.27836, -4.03492], [1.77441, -1.23368, -3.90993], [-0.46833, -0.68501, -4.97947], [-4.01724, -3.89074, -2.01141], [-3.45899, -2.62416, -3.09801], [-3.59427, -2.30895, -1.34765], [-1.62884, -4.23989, -2.69133], [-1.86575, -3.40380, 0.25155], [-0.59405, -4.45183, -0.45216], [-2.26040, -5.00096, -0.37956], [1.69635, -2.09177, -1.00721], [0.55433, -2.17635, 0.32740], [4.09804, -1.49391, 0.77458], [4.19925, -0.48764, 3.66710], [4.88820, 0.34496, 2.25045], [5.56695, -1.18164, 2.80028], [2.85538, -2.64044, 3.33202], [4.18243, -3.37970, 2.43931], [2.60289, -3.27033, 1.68084], [3.91887, 1.62606, 0.52285], [4.95585, 0.70166, -2.20737], [5.44385, 0.04651, -0.62511], [5.87044, 1.69269, -1.07182], [3.19710, 2.55200, -2.30856], [3.97473, 3.54028, -1.06920], [2.32078, 2.99913, -0.81471], [0.95187, 0.74394, -4.19767], [1.42984, -2.24735, -3.69111], [2.50221, -0.89996, -3.17016], [2.28547, -1.27876, -4.87333], [-0.79916, -1.70661, -4.79773], [-0.06048, -0.64554, -5.99189], [-1.31388, 0.00017, -4.94768], [-2.36522, 3.62937, -0.94121], [-1.41665, 2.55004, -1.07699], [-3.23536, 3.34530, -1.38498], [-2.02883, 4.43504, -1.46826], [-0.47964, 2.95531, -1.11424], [-1.53058, 2.04213, -1.95901]], "forces_ev_per_angstrom": [[0.049, 0.330, -0.023], [-0.007, -0.010, 0.018], [0.005, -0.003, -0.038], [-0.020, -0.066, 0.063], [0.015, 0.008, -0.013], [-0.003, -0.016, 0.023], [0.004, -0.044, -0.017], [-0.005, -0.013, -0.003], [0.041, -0.008, -0.038], [-0.011, 0.025, 0.000], [-0.001, -0.001, -0.019], [0.006, -0.009, 0.009], [-0.005, -0.006, -0.004], [0.005, 0.019, 0.014], [-0.003, -0.002, -0.002], [-0.003, 0.003, 0.002], [0.002, 0.009, -0.002], [0.005, 0.003, -0.009], [-0.003, 0.004, 0.007], [0.003, 0.000, -0.010], [-0.001, -0.005, 0.007], [-0.008, 0.016, 0.003], [0.004, 0.014, 0.007], [0.021, -0.019, 0.049], [-0.007, 0.023, 0.012], [0.004, 0.072, -0.136], [-0.056, -0.167, 0.105], [-0.002, -0.151, 0.059], [-0.008, -0.050, -0.015], [0.012, 0.018, 0.040], [-0.051, -0.169, 0.014], [0.073, 0.025, -0.023], [-0.150, 0.100, -0.039], [0.022, -0.034, -0.001], [0.037, -0.032, 0.010], [0.044, 0.001, -0.025], [-0.018, -0.022, 0.013], [0.001, 0.024, 0.026], [-0.025, 0.002, 0.026], [0.022, 0.142, -0.105], [-0.023, -0.011, 0.114], [0.002, -0.017, -0.015], [0.021, 0.010, -0.033], [0.004, -0.006, -0.012], [0.000, 0.006, 0.003], [-0.006, -0.002, -0.003], [-0.009, -0.013, 0.008], [0.003, -0.009, -0.011], [0.000, -0.005, 0.000], [0.005, -0.006, -0.004], [-0.007, 0.026, -0.037], [0.006, 0.040, 0.025], [0.049, -0.020, 0.005], [0.002, 0.018, -0.002], [-0.009, 0.012, 0.013], [-0.005, -0.009, -0.009], [-0.013, -0.011, -0.006], [0.003, 0.008, 0.006], [-0.015, 0.005, 0.006], [-0.010, 0.005, 0.000], [0.005, -0.009, -0.002], [-0.009, -0.020, -0.012], [-0.003, 0.005, 0.000], [-0.013, 0.009, -0.002], [0.029, -0.017, -0.023], [-0.007, 0.011, -0.001], [0.023, -0.010, -0.035], [0.018, 0.001, 0.004], [-0.003, -0.002, 0.003], [-0.011, 0.013, -0.009], [-0.024, 0.010, 0.002], [0.012, -0.006, 0.006], [-0.013, -0.010, 0.012], [0.003, 0.070, -0.043], [-0.061, -0.004, -0.049], [-0.008, -0.040, 0.057], [0.015, -0.015, -0.003], [0.005, -0.002, 0.063], [0.052, -0.015, -0.001]], "total_charge": 4, "orbital_gap_ev": [6.7, 6.6], "total_energy_ev": -89343.9319, "max_force_ha_per_bohr": 0.0065, "relative_energy_kcal_mol": 0.0, "mol_weight_g_mol": 657.804, "multiplicity": 5, "lumo_ev": [-13.8, -15.0]}

=====

No. 4
{"formula": "C3H8N2O2", "method": "ωB97M-V with the def2-TZVPD basis set", "elements": ["O", "C", "N", "C", "N", "C", "O", "H", "H", "H", "H", "H", "H", "H", "H"], "positions_angstrom": [[-0.60729, 1.46860, 2.00331], [0.29699, 0.80806, 1.56451], [1.47715, 1.44376, 0.97342], [0.00399, -0.78164, 0.89800], [0.50460, -1.09003, -0.55195], [-0.35933, -0.13081, -1.47582], [-1.67356, -0.67105, -1.83052], [1.54118, 2.51049, 1.06867], [1.79307, 1.05244, 0.10837], [0.31556, -1.74820, 1.40924], [-1.13806, -0.81664, 0.80810], [0.37567, -2.05116, -0.80251], [-0.63347, 0.71605, -0.78755], [0.18555, 0.23706, -2.37076], [-2.08206, -0.94695, -1.01452]], "forces_ev_per_angstrom": [[1.281, -2.133, 0.632], [0.589, 2.411, -4.101], [-2.075, 0.071, 2.040], [0.787, -1.749, -0.427], [-4.417, 3.612, 1.289], [-1.558, 0.873, 0.464], [3.532, -0.084, -0.222], [-0.380, -2.362, -0.102], [0.457, -0.198, -0.074], [-0.230, 1.785, 0.277], [1.438, 0.296, 0.178], [0.683, -1.149, -0.243], [0.998, -0.549, -0.741], [-0.434, -0.717, 0.533], [-0.671, -0.107, 0.497]], "total_charge": 1, "orbital_gap_ev": [11.0, 5.5], "total_energy_ev": -10304.4070, "max_force_ha_per_bohr": 0.1138, "relative_energy_kcal_mol": 84.5, "mol_weight_g_mol": 104.109, "multiplicity": 2, "lumo_ev": [-3.9, -9.3]}